*a*
# C6H11O

A gas-phase ion, C6H11O (charge +1) (the ωB97M-V functional and the def2-TZVPD basis, the OMol25 dataset).

Each line ends with the Mulliken charge.
Atoms and positions in Å:
C1 -3.29438 -0.58855 0.22401  -0.3150
C2 1.14466 0.96717 -0.10599  -0.5389
C3 1.57301 -0.31924 0.53550  -0.2940
C4 -0.34726 1.36135 0.22489  -0.5973
C5 1.35089 -1.58958 -0.13636  -1.0391
C6 -1.30110 0.42047 -0.44354  -0.1108
O1 -2.05797 -0.14970 0.37612  -0.1245
H1 -3.62437 -1.19429 0.97112  0.3345
H2 -3.69792 -0.94891 -0.76079  0.2902
H3 1.73487 1.83505 0.34804  0.2952
H4 1.39634 1.05862 -1.20861  0.3499
H5 2.61303 -0.51116 0.52644  0.3920
H6 1.26188 -0.31323 1.55548  0.3658
H7 -0.58056 1.49975 1.24471  0.4006
H8 -0.46999 2.39357 -0.15567  0.3400
H9 1.19526 -1.56434 -1.24357  0.3821
H10 1.07107 -2.52298 0.32914  0.3524
H11 -1.45784 0.57469 -1.45526  0.5170

Results
HOMO-LUMO gap (spin up / spin down) in eV: 5.282 / 8.712
Lowest unoccupied orbital energy (spin up / spin down) in eV: -6.419 / -5.272
Charge: +1

=====

*b*
# C6H11O

A gas-phase ion, C6H11O (charge +1) (the ωB97M-V functional and the def2-TZVPD basis, the OMol25 dataset).

Each line ends with the Mulliken charge.
Atoms and positions in Å:
C1 1.19854 -2.19235 1.13374  -0.7127
C2 0.39543 -1.47032 0.37325  0.1497
C3 -1.26973 0.55147 -0.79637  -0.4368
C4 -0.75251 1.62431 0.14855  -0.5546
C5 0.11123 0.13048 -1.33006  -0.4844
C6 0.50778 0.98125 0.74769  -0.3844
O1 0.81066 -0.23472 -0.13281  -0.0274
H1 0.93641 -3.24316 1.28381  0.3002
H2 2.14968 -1.72811 1.46617  0.2588
H3 -0.49936 -1.91144 -0.04831  0.2267
H4 -1.83177 -0.35761 -0.39070  0.2733
H5 -1.81736 0.98229 -1.71068  0.3479
H6 -0.50152 2.44205 -0.58233  0.2903
H7 -1.50052 1.95104 0.86010  0.3747
H8 0.21078 -0.78354 -2.01527  0.3576
H9 0.48433 1.08113 -1.76294  0.3340
H10 1.25868 1.65254 1.05379  0.3713
H11 0.10924 0.52471 1.70236  0.3158

Results
HOMO-LUMO gap in eV: 12.099
Lowest unoccupied orbital energy in eV: -3.007
Charge: +1

=====

Energies relative to the most stable structure are *a* 0.1145; *b* 0.0000, reported in hartree.

=====

*a*
# C4H7NO5

2 unconnected molecules or ions with the total composition C4H7NO5 (the ωB97M-V functional and the def2-TZVPD basis, the OMol25 dataset).

Each line ends with the Mulliken charge.
Atoms and positions in Å:
C1 0.86377 -3.15199 -1.42018  -0.9026
C2 0.09719 -2.30058 -0.47652  0.7259
O1 -0.76909 -2.67651 0.30305  -0.5554
O2 0.42824 -0.96930 -0.52860  -0.2989
C3 -0.39869 -0.31654 0.37524  -0.4961
C4 -0.08710 1.34731 0.39706  -0.1856
O3 -0.99844 1.37180 1.33398  -0.3764
O4 0.38237 4.26913 0.64468  -0.3088
N1 -0.54095 4.70059 1.29885  0.6664
O5 -1.05301 5.80814 1.45567  -0.3652
H1 1.50185 -2.53368 -2.05376  0.2657
H2 1.42399 -3.83477 -0.78245  0.2730
H3 0.11889 -3.71788 -1.97901  0.2923
H4 -1.47305 -0.41842 0.07440  0.3327
H5 -0.18277 -0.73912 1.38833  0.3529
H6 0.99560 1.44545 0.58969  0.2858
H7 -0.30879 1.71636 -0.62042  0.2943

Results
HOMO-LUMO gap (spin up / spin down) in eV: 9.144 / 8.350
Lowest unoccupied orbital energy (spin up / spin down) in eV: -1.089 / -1.975

=====

*b*
# C4H7NO5

2 unconnected molecules or ions with the total composition C4H7NO5 (the ωB97M-V functional and the def2-TZVPD basis, the OMol25 dataset).

Each line ends with the Mulliken charge.
Atoms and positions in Å:
C1 -0.01718 -0.34684 -2.37386  -1.0257
C2 0.99249 -0.23707 -1.23867  0.6906
O1 2.21247 -0.16427 -1.33286  -0.5367
C3 0.27789 -0.23899 0.17380  0.2317
C4 1.19210 -0.16861 1.39512  -0.6487
O2 0.41791 -0.26207 2.53582  -0.5050
O3 0.08914 0.90250 -0.41031  -0.4401
O4 -1.75581 1.12144 1.23256  -0.2394
N1 -2.77782 1.05324 0.58375  0.5985
O5 -3.95334 0.92629 0.94661  -0.3788
H1 -0.86752 -1.00841 -2.11745  0.2876
H2 -0.43138 0.67309 -2.41536  0.2872
H3 0.52240 -0.64632 -3.28097  0.3575
H4 -0.45850 -1.07436 0.21595  0.4014
H5 1.90091 -1.02039 1.37281  0.3113
H6 1.65766 0.81561 1.40238  0.2824
H7 0.99857 -0.32483 3.31070  0.3262

Results
HOMO-LUMO gap (spin up / spin down) in eV: 8.580 / 7.391
Lowest unoccupied orbital energy (spin up / spin down) in eV: -1.759 / -2.186

=====

Energies relative to the most stable structure are *a* 0.0000; *b* 0.0259, reported in hartree.

=====

*a*
# C28H27Ge2N3OPb

A molecular structure, C28H27Ge2N3OPb (the ωB97M-V functional and the def2-TZVPD basis, the OMol25 dataset).

Each line ends with the Mulliken charge.
Atoms and positions in Å:
Pb1 0.82327 1.36687 -0.41813  1.0709
C1 -2.67590 3.61084 1.53069  -0.8355
C2 -1.89277 2.84901 0.66359  -0.1171
N1 -0.72143 2.33519 1.02884  -0.3011
C3 -0.25721 2.55836 2.28929  0.2167
C4 -0.98032 3.31267 3.21818  0.9278
C5 -2.21860 3.84522 2.80458  -0.4438
C6 -0.45742 3.50213 4.54107  -0.9818
C7 0.70766 2.92933 4.91236  -1.0499
C8 1.45978 2.13339 3.98579  1.0151
C9 2.65480 1.47617 4.33723  -0.5294
C10 3.31861 0.71306 3.40678  -0.9979
C11 2.80692 0.63458 2.11260  0.0904
N2 1.69203 1.25814 1.74940  -0.1435
C12 0.99977 1.97752 2.67304  0.1884
H1 -3.62318 4.00027 1.18795  0.4409
H2 -2.22842 2.65127 -0.34676  0.4301
H3 -2.80207 4.43711 3.49866  0.4944
H4 -1.02158 4.10938 5.23591  0.4524
H5 1.09487 3.06062 5.91362  0.4554
H6 3.03853 1.57212 5.34498  0.4933
H7 4.22795 0.18631 3.65583  0.4596
H8 3.31959 0.05913 1.35183  0.3722
O1 -1.10313 -1.43736 1.65068  -0.3896
C13 -0.36818 -1.27666 0.77878  0.9455
N3 0.42035 -1.05508 -0.13890  -0.4884
C14 2.25370 -0.67262 -4.05519  -0.8437
Ge1 3.25396 -1.80329 -2.84070  -0.0280
C15 4.47677 -0.84031 -1.67998  -0.8173
C16 3.82735 -3.54433 -3.45738  -0.8061
Ge2 1.23654 -2.63944 -1.06989  -0.5250
C17 -0.19320 -3.28148 -2.19421  1.2314
C18 -0.01762 -3.63830 -3.52978  0.1087
C19 -1.06040 -4.22388 -4.23032  -0.8357
C20 -2.27474 -4.45153 -3.59950  -0.5350
C21 -2.45505 -4.09590 -2.27025  -0.8282
C22 -1.42610 -3.49245 -1.56544  -0.4353
C23 2.06580 -3.61896 0.37534  0.9870
C24 3.42992 -3.90142 0.41531  0.0841
C25 3.94442 -4.68519 1.43758  -0.8604
C26 3.09820 -5.18776 2.41505  -0.5499
C27 1.73792 -4.91565 2.37505  -0.8537
C28 1.21325 -4.13004 1.35991  -0.2156
H9 2.92680 -0.47213 -4.89527  0.4635
H10 1.99502 0.28387 -3.60412  0.2688
H11 1.35974 -1.15198 -4.44611  0.3930
H12 5.31958 -0.55659 -2.31924  0.5098
H13 4.86590 -1.44520 -0.86512  0.3272
H14 4.04344 0.08041 -1.29168  0.2353
H15 4.64787 -3.33105 -4.15200  0.5074
H16 3.05425 -4.07961 -4.00080  0.3609
H17 4.21521 -4.16700 -2.65436  0.3639
H18 0.92628 -3.48066 -4.03188  0.0754
H19 -0.92562 -4.50855 -5.26463  0.4418
H20 -3.08866 -4.90742 -4.14720  0.4278
H21 -3.39929 -4.28814 -1.77956  0.4390
H22 -1.59872 -3.22475 -0.52853  0.2445
H23 4.09902 -3.53424 -0.35156  0.2290
H24 5.00054 -4.91606 1.46406  0.4507
H25 3.49789 -5.80574 3.20762  0.4421
H26 1.07859 -5.32809 3.12634  0.4382
H27 0.14269 -3.95790 1.33779  0.3291

Results
HOMO-LUMO gap (spin up / spin down) in eV: 7.683 / 5.309
Lowest unoccupied orbital energy (spin up / spin down) in eV: -9.401 / -11.732
Multiplicity: 2
Charge: +3

=====

*b*
# C28H27Ge2N3OPb

A molecular structure, C28H27Ge2N3OPb (the ωB97M-V functional and the def2-TZVPD basis, the OMol25 dataset).

Each line ends with the Mulliken charge.
Atoms and positions in Å:
Pb1 0.25952 -1.15031 0.17386  0.9710
C1 0.69010 -2.09159 4.70221  -0.8651
C2 0.17968 -1.88828 3.42069  -0.1635
N1 0.95670 -1.71742 2.36232  -0.2877
C3 2.30522 -1.79050 2.50095  0.1831
C4 2.90101 -1.95178 3.76408  1.0221
C5 2.05173 -2.09058 4.87894  -0.5112
C6 4.32530 -2.01682 3.87687  -0.9822
C7 5.10495 -2.02067 2.77381  -0.9931
C8 4.52272 -1.96068 1.46870  1.0582
C9 5.28990 -2.10782 0.29683  -0.5201
C10 4.66841 -2.11455 -0.92754  -0.8633
C11 3.29026 -1.90966 -0.98197  -0.1713
N2 2.55263 -1.73085 0.10314  -0.3222
C12 3.13367 -1.79623 1.32836  0.1837
H1 0.01337 -2.24379 5.53058  0.4379
H2 -0.89043 -1.86507 3.25134  0.5001
H3 2.48536 -2.21823 5.86282  0.4789
H4 4.75875 -2.08747 4.86606  0.4441
H5 6.18188 -2.09406 2.85251  0.4383
H6 6.36183 -2.23731 0.37759  0.4781
H7 5.22286 -2.27309 -1.84124  0.4394
H8 2.77293 -1.89248 -1.93401  0.5138
O1 -1.05056 -5.30200 -0.67563  -0.4002
C13 -0.79404 -4.18012 -0.51379  0.7787
N3 -0.55452 -3.00540 -0.36332  -0.7480
C14 -4.47092 -1.26482 -0.95064  -0.8725
Ge1 -3.83463 -0.34859 -2.54994  -0.0170
C15 -2.65467 -1.34899 -3.73869  -0.8656
C16 -4.84531 1.17041 -3.25173  -0.8827
Ge2 -1.72451 1.65776 -1.22386  0.1232
C17 -0.13256 2.21221 -2.25634  0.7059
C18 -0.27050 2.42283 -3.63011  -0.1625
C19 0.79773 2.92379 -4.35477  -0.7616
C20 2.00556 3.17640 -3.71588  -0.4859
C21 2.14941 2.93053 -2.35326  -0.8883
C22 1.08949 2.43553 -1.61468  0.1260
C23 -2.01348 2.30100 0.62294  0.6802
C24 -3.32029 2.57231 1.03529  -0.1416
C25 -3.53926 3.13477 2.28173  -0.7756
C26 -2.46277 3.38962 3.12156  -0.4859
C27 -1.16479 3.08437 2.72091  -0.8864
C28 -0.92976 2.52634 1.47669  0.1432
H9 -5.39950 -1.75849 -1.25984  0.4600
H10 -4.71050 -0.58000 -0.13887  0.3691
H11 -3.76956 -2.02781 -0.61847  0.3146
H12 -3.32845 -1.86935 -4.42924  0.4626
H13 -2.07506 -2.09356 -3.19641  0.3061
H14 -2.00358 -0.70480 -4.32699  0.3683
H15 -5.69611 0.74627 -3.79561  0.4513
H16 -4.25680 1.76239 -3.95087  0.3849
H17 -5.23317 1.80153 -2.45368  0.3838
H18 -1.20767 2.22748 -4.13805  0.3921
H19 0.69477 3.11431 -5.41429  0.4321
H20 2.84158 3.56555 -4.28202  0.4366
H21 3.08871 3.13696 -1.85748  0.4526
H22 1.22223 2.26493 -0.55570  0.2071
H23 -4.16703 2.37630 0.38799  0.3954
H24 -4.54490 3.37125 2.60155  0.4322
H25 -2.63295 3.82752 4.09633  0.4364
H26 -0.32777 3.29229 3.37412  0.4521
H27 0.08778 2.30851 1.18412  0.2107

Results
HOMO-LUMO gap (spin up / spin down) in eV: 5.939 / 4.095
Lowest unoccupied orbital energy (spin up / spin down) in eV: -10.617 / -12.460
Multiplicity: 2
Charge: +3

=====

Energies relative to the most stable structure are *a* 0.0000; *b* 0.0760, reported in hartree.

=====

*a*
# C2H6N5

A gas-phase ion, C2H6N5 (charge +1) (the ωB97M-V functional and the def2-TZVPD basis, the OMol25 dataset).

Each line ends with the Mulliken charge.
Atoms and positions in Å:
C1 0.71192 -1.38358 -1.35702  0.1159
C2 -0.52613 1.45296 1.03486  -0.1812
N1 0.44354 -0.34476 -0.56409  0.1619
N2 1.04728 0.74942 -0.57700  -0.2769
N3 -0.91759 0.12971 0.91650  -0.4581
N4 0.68698 1.67066 0.16740  0.1066
N5 0.02227 -2.46294 -1.33782  -0.1697
H1 -1.30116 2.11308 0.61500  0.2621
H2 -0.24244 1.79903 2.04008  0.3178
H3 -0.55850 -0.47196 1.65232  0.3030
H4 1.16750 2.56756 0.12153  0.2706
H5 0.26326 -3.21692 -1.97194  0.2807
H6 -0.79691 -2.60226 -0.73982  0.2673

Results
HOMO-LUMO gap (spin up / spin down) in eV: 8.522 / 8.037
Lowest unoccupied orbital energy (spin up / spin down) in eV: -5.224 / -5.582
Charge: +1

=====

*b*
# C2H6N5

2 unconnected molecules or ions with the total composition C2H6N5 (the ωB97M-V functional and the def2-TZVPD basis, the OMol25 dataset).

Each line ends with the Mulliken charge.
Atoms and positions in Å:
C1 0.24499 -1.22717 -0.01669  0.2761
C2 -1.30954 0.08288 0.64520  -0.7270
N1 -0.37815 -2.19740 -0.80570  -0.1559
N2 0.49553 -1.82157 1.23236  -0.1399
N3 -0.52826 -3.19222 -0.07894  -0.1487
N4 -0.01087 -2.95127 1.18511  -0.1695
N5 1.17790 -0.24514 -0.58221  -0.2023
H1 -2.18010 -0.43870 0.27302  0.3373
H2 -1.04303 0.98644 0.12613  0.3599
H3 -1.17196 0.05239 1.71382  0.3830
H4 0.74073 0.26361 -1.36504  0.3977
H5 2.02626 -0.72239 -0.93448  0.3875
H6 1.46737 0.41796 0.15547  0.4018

Results
HOMO-LUMO gap in eV: 8.826
Lowest unoccupied orbital energy in eV: -6.349
Charge: +1

=====

Energies relative to the most stable structure are *a* 0.0045; *b* 0.0000, reported in hartree.

=====

*a*
# C2H9NOS

2 unconnected molecules or ions with the total composition C2H9NOS (the ωB97M-V functional and the def2-TZVPD basis, the OMol25 dataset).

Each line ends with the Mulliken charge.
Atoms and positions in Å:
N1 1.56826 -1.99858 -1.78123  -0.5288
C1 1.54254 -1.26771 -0.51775  -0.1879
O1 1.10348 -2.13821 0.54037  -0.5350
H1 2.34365 -2.64199 -1.82754  0.2014
H2 0.69157 -2.43993 -2.00838  0.2401
H3 2.49896 -0.79225 -0.31278  0.3099
H4 0.66781 -0.61419 -0.57727  0.2158
H5 1.84378 -2.71609 0.75833  0.2848
C2 -1.54365 2.55670 0.86295  -0.6614
S1 -2.99319 1.91674 1.75147  -0.2122
H6 -1.40924 3.63240 1.00160  0.3010
H7 -0.70801 2.10154 1.39088  0.1951
H8 -1.54101 2.36038 -0.20476  0.2699
H9 -4.06495 2.04118 0.92413  0.1073

Results
HOMO-LUMO gap in eV: 9.846
Lowest unoccupied orbital energy in eV: 0.870

=====

*b*
# C2H9NOS

2 unconnected molecules or ions with the total composition C2H9NOS (the ωB97M-V functional and the def2-TZVPD basis, the OMol25 dataset).

Each line ends with the Mulliken charge.
Atoms and positions in Å:
N1 0.50874 -0.11206 0.04536  -0.5192
C1 0.80232 0.83986 1.10131  -0.2282
C2 2.08665 1.64222 0.91937  -0.8145
S1 2.03768 2.95721 -0.35113  -0.1648
H1 0.63698 -1.05574 0.37912  0.2476
H2 1.07964 -0.00433 -0.77918  0.2036
H3 -0.02424 1.55053 1.19968  0.2310
H4 0.90231 0.30425 2.03353  0.2705
H5 2.92713 1.00471 0.63711  0.3625
H6 2.29860 2.16010 1.84779  0.3233
H7 2.18873 2.16730 -1.38715  0.0883
O1 -5.13086 -4.21682 -1.89044  -0.6434
H8 -5.77330 -3.64256 -2.32064  0.3199
H9 -4.54038 -3.59467 -1.43473  0.3234

Results
HOMO-LUMO gap in eV: 9.977
Lowest unoccupied orbital energy in eV: 0.876

=====

Energies relative to the most stable structure are *a* 0.0137; *b* 0.0000, reported in hartree.

=====

*a*
# H4NPSi

H4NPSi in the gas phase (the ωB97M-V functional and the def2-TZVPD basis, the OMol25 dataset).

Each line ends with the Mulliken charge.
Atoms and positions in Å:
H1 1.21324 1.56302 -2.20978  0.0875
P1 1.79758 0.85511 -0.96038  0.1563
N1 0.13135 0.59672 -0.46643  -0.2066
Si1 -0.52912 -0.44784 0.67420  0.1867
H2 0.29789 -1.01549 1.98034  -0.0823
H3 -1.87532 0.15837 1.12390  -0.0784
H4 -1.03561 -1.70988 -0.14185  -0.0633

Results
HOMO-LUMO gap in eV: 7.918
Lowest unoccupied orbital energy in eV: -1.663

=====

*b*
# H4NPSi

H4NPSi in the gas phase (the ωB97M-V functional and the def2-TZVPD basis, the OMol25 dataset).

Each line ends with the Mulliken charge.
Atoms and positions in Å:
H1 -1.92495 0.27780 1.49841  0.0090
P1 -0.94705 1.38869 1.35083  0.0648
N1 0.06608 0.94871 0.32736  -0.1018
Si1 0.58506 -0.44441 -0.56283  0.2880
H2 0.77471 0.18280 -1.76660  -0.1034
H3 1.99693 -1.01293 -0.13760  -0.0620
H4 -0.55077 -1.34067 -0.70957  -0.0947

Results
HOMO-LUMO gap in eV: 8.612
Lowest unoccupied orbital energy in eV: -0.529

=====

Energies relative to the most stable structure are *a* 0.0363; *b* 0.0000, reported in hartree.